<i>
Entry from the OMol25 dataset: a structure of composition C7H17N3 (ωB97M-V/def2-TZVPD).

Last column: Löwdin charge in e.
Geometry (Å):
C 1.23 0.12 -0.38  -0.368
C -2.17 1.20 -1.16  -0.157
C 1.73 -1.31 -0.46  -0.073
C 2.12 1.04 0.43  -0.087
C 1.04 0.69 -1.78  -0.096
C -2.44 -0.97 1.15  -0.017
N -1.40 0.05 -0.76  -0.053
C -1.27 -0.33 0.46  -0.455
N 0.16 -0.80 2.26  0.033
N -0.08 -0.11 1.06  -0.033
H 0.24 -1.81 2.15  0.095
H 0.53 -0.19 2.98  0.090
H -3.23 0.94 -1.23  0.060
H -1.85 1.50 -2.16  0.058
H -2.07 2.06 -0.48  0.078
H 2.00 -1.70 0.52  0.063
H 0.96 -1.94 -0.90  0.085
H 2.61 -1.36 -1.11  0.091
H 3.03 1.26 -0.13  0.086
H 1.61 1.98 0.63  0.082
H 2.39 0.59 1.38  0.064
H 2.03 0.74 -2.26  0.087
H 0.64 1.70 -1.75  0.078
H 0.45 0.04 -2.42  0.076
H -3.09 -0.20 1.58  0.083
H -2.12 -1.66 1.93  0.052
H -3.05 -1.55 0.45  0.079

HOMO energy, eV: -6.9



<ii>
Entry from the OMol25 dataset: a cluster of 2 separate species, C7H17N3 in total (ωB97M-V/def2-TZVPD).

Last column: Löwdin charge in e.
Geometry (Å):
C 0.95 -0.01 -1.40  -0.147
C 0.19 -1.88 1.04  -0.071
C -2.78 1.14 -0.82  -0.156
C 1.34 1.42 -1.29  -0.108
C 2.04 -1.03 -1.30  -0.107
N 0.31 -0.45 0.72  -0.262
C -1.00 0.20 0.63  -0.433
C -1.43 0.55 -0.56  -0.094
N 1.17 0.25 1.63  0.070
N -1.57 0.41 1.95  0.063
H 0.18 -0.25 -2.12  0.078
H 0.59 0.53 2.43  0.070
H 1.88 -0.39 1.96  0.075
H -2.17 1.22 1.95  0.068
H -2.12 -0.38 2.26  0.071
H 1.18 -2.34 1.04  0.075
H -0.42 -2.35 0.28  0.094
H -0.26 -2.03 2.03  0.084
H -3.30 0.57 -1.61  0.057
H -3.46 1.17 0.05  0.052
H -2.69 2.16 -1.21  0.060
H 0.57 2.07 -1.68  0.073
H 1.66 -2.05 -1.26  0.068
H 1.52 1.68 -0.24  0.068
H 2.29 1.57 -1.82  0.085
H 2.71 -0.85 -0.45  0.076
H 2.65 -0.95 -2.21  0.092

HOMO energy (spin up / spin down), eV: -6.4 / -6.4



<i> is the most stable structure; the next one sits 157.5 kJ/mol above it.



<i>
Entry from the OMol25 dataset: the ion C3H7N2S with charge +1 (ωB97M-V/def2-TZVPD).

Last column: Löwdin charge in e.
Geometry (Å):
C 0.94 1.43 -0.13  0.240
C -1.00 0.28 0.50  -0.152
C -0.07 -0.91 0.23  -0.714
N 1.23 -0.51 0.54  0.122
N -0.29 1.46 0.03  0.053
S -0.38 -1.47 -1.54  0.761
H 1.71 2.12 -0.43  0.129
H -1.95 0.17 -0.02  0.129
H -1.20 0.40 1.57  0.150
H -0.35 -1.75 0.87  0.131
H 1.98 -0.88 -0.04  0.088
H -0.88 2.29 -0.13  0.201
H 0.25 -2.63 -1.44  -0.136

HOMO energy, eV: -13.5
Charge: +1



<ii>
Entry from the OMol25 dataset: the ion C3H7N2S with charge +1 (ωB97M-V/def2-TZVPD).

Last column: Löwdin charge in e.
Geometry (Å):
C -1.07 -1.01 0.73  -0.018
C -1.30 0.29 0.75  -0.059
C 0.63 -0.17 -0.53  -0.580
N -0.07 -1.26 -0.27  -0.046
N -0.34 1.04 -0.10  0.115
S 2.26 -0.16 0.53  0.707
H -1.70 -1.82 1.13  0.154
H -2.02 0.79 1.40  0.135
H 0.87 0.07 -1.60  0.140
H 0.61 -2.00 -0.14  0.136
H -0.88 1.49 -0.82  0.171
H 0.23 1.79 0.40  0.190
H 3.08 -0.65 -0.58  -0.046

HOMO energy, eV: -13.6
Structure (SMILES): S[C@H]1NC=C[NH2+]1
Charge: +1



<iii>
Entry from the OMol25 dataset: the ion C3H7N2S with charge +1 (ωB97M-V/def2-TZVPD).

Last column: Löwdin charge in e.
Geometry (Å):
C 0.49 -0.98 0.07  -0.159
C -0.65 0.91 -0.70  -0.834
C 0.02 1.93 0.29  -0.075
N 0.67 -2.26 0.37  0.181
N -0.68 -0.43 -0.11  0.015
S -1.14 1.03 -2.23  0.851
H 1.27 -0.26 -0.01  0.140
H 0.12 2.86 -0.37  0.097
H -0.87 2.09 1.06  0.139
H 1.03 1.60 0.71  0.095
H 1.57 -2.68 0.70  0.169
H -0.19 -2.87 0.29  0.167
H -1.64 -0.94 -0.09  0.213

HOMO energy, eV: -13.4
Structure (SMILES): CC(=S)/[NH+]=C/N
Charge: +1



<iv>
Entry from the OMol25 dataset: the ion C3H7N2S with charge +1 (ωB97M-V/def2-TZVPD).

Last column: Löwdin charge in e.
Geometry (Å):
C 0.33 -0.92 1.81  -0.095
C -0.41 0.11 1.03  -0.169
C 0.46 0.10 -1.40  -0.085
N 0.86 -2.04 1.57  -0.486
N -0.58 -0.15 -0.40  -0.103
S 1.61 -3.31 1.28  1.062
H 0.54 -0.51 2.91  0.216
H -1.41 0.14 1.55  0.153
H 0.17 1.08 1.26  0.171
H 0.56 -0.78 -2.11  0.099
H 0.11 1.08 -2.06  0.143
H -1.29 -0.75 -0.61  0.077
H 1.33 0.35 -0.98  0.017

HOMO energy, eV: -12.9
Structure (SMILES): CNCC=[N+]=S
Charge: +1



<iii> is the most stable structure; the next one sits 89.0 kJ/mol above it.



<i>
Entry from the OMol25 dataset: an isolated molecule of C4H9NO3 (ωB97M-V/def2-TZVPD).

Last column: Löwdin charge in e.
Geometry (Å):
C 1.30 -1.00 -1.08  -0.077
C 0.68 -0.75 0.24  -0.473
C -0.73 0.00 0.12  -0.251
C -0.50 1.29 -0.70  -0.576
H 0.60 -1.91 -1.75  0.180
H 1.54 -0.16 -1.78  0.081
H 2.32 -1.45 -0.77  0.100
H 1.31 0.16 0.80  0.191
H -0.06 -1.65 1.65  0.011
H -1.50 -0.59 -0.43  0.159
H -0.93 0.90 1.91  0.086
H -2.32 0.16 1.47  0.062
H 0.03 3.12 -0.51  0.241
N -1.35 0.08 1.46  0.061
O 0.48 -1.89 0.98  0.019
O -0.12 2.25 0.21  0.020
O -0.75 1.44 -1.81  0.168

HOMO energy, eV: -9.6
Structure (SMILES): C[C@H](O)[C@@H](N)C(=O)O



<ii>
Entry from the OMol25 dataset: a structure of composition C4H9NO3 (ωB97M-V/def2-TZVPD).

Last column: Löwdin charge in e.
Geometry (Å):
C -1.88 -0.83 -0.84  0.008
C -1.03 0.43 -0.79  -0.532
N 0.23 0.30 -1.28  0.185
C 1.17 0.78 -0.38  -0.158
C 2.19 -0.31 0.25  -0.294
O 3.08 0.22 1.02  0.035
O -1.59 1.47 -0.30  0.107
H -1.68 -1.22 0.19  0.086
H -1.44 -1.47 -1.59  0.081
H 1.52 -1.01 0.82  0.149
H -2.93 -0.59 -1.05  0.096
H 1.84 1.53 -0.82  0.152
H 0.75 1.29 0.49  0.117
H 2.55 -0.84 -0.65  0.126
H -1.03 0.77 0.59  0.193
H -0.91 -0.11 2.63  -0.024
O -0.84 -0.41 1.71  -0.328

HOMO energy, eV: -9.6



<i> is the most stable structure; the next one sits 681.8 kJ/mol above it.